Molecular formula: C34H80N4O10
Method: DFT, wB97M-V/def2-TZVPD

Structure (ORCA input):
```
! RIJCOSX wB97M-V def2-TZVPD def2/J DEFGRID3
* xyz 0 1
C -4.63469 2.61336 3.10909
C -3.35109 2.05397 3.77134
C -2.08523 2.89751 3.44560
C -1.28469 2.39152 2.23069
N -0.04735 1.63462 2.61966
C 1.07984 2.03982 1.84248
C 1.80973 3.11706 2.23453
C 1.52717 3.92608 3.49325
C 2.39991 3.31288 4.65041
N 1.93391 1.94128 4.86577
C 2.94400 3.54183 1.47133
C 3.27245 2.85009 0.36105
C 2.53974 1.72831 -0.06372
N 2.95962 1.06648 -1.18732
C 2.21548 0.03370 -1.49520
C 1.07022 -0.34266 -0.75520
N 0.63636 0.25283 0.32460
C 1.42575 1.31172 0.66547
H -5.53946 2.35850 3.69659
H -4.70988 2.19485 2.09867
H -4.61614 3.70820 3.04762
H -3.51290 2.15593 4.85553
H -3.20517 0.99420 3.52968
H -1.49703 2.99170 4.36379
H -2.44713 3.90523 3.19136
H -1.87162 1.73503 1.57513
H -0.91989 3.27285 1.69256
H -0.20586 0.64401 2.47762
H 0.48715 3.80036 3.79870
H 1.80065 4.96839 3.29970
H 2.32460 3.92812 5.55913
H 3.42586 3.26643 4.26550
H 1.08189 1.93846 5.40976
H 2.65708 1.37286 5.28566
H 3.53264 4.39190 1.80410
H 4.13647 3.19085 -0.20677
H 2.49328 -0.55504 -2.36931
H 0.49420 -1.20911 -1.11246
C -2.42455 -3.49820 -2.19559
C -2.08631 -2.15551 -2.81062
O -0.67484 -1.99596 -2.94499
H -1.95453 -3.59505 -1.21804
H -3.50150 -3.61102 -2.07843
H -2.05056 -4.31733 -2.81661
H -2.44327 -1.34671 -2.17276
H -2.55111 -2.04993 -3.79665
H -0.34711 -2.69708 -3.51803
C 5.03121 0.61466 -4.17136
C 5.78524 -0.69767 -4.20065
O 6.54134 -0.82938 -5.40593
H 4.35556 0.68646 -5.02647
H 4.44876 0.70882 -3.25327
H 5.72250 1.45849 -4.23752
H 5.09106 -1.53686 -4.15750
H 6.46943 -0.77131 -3.34985
H 7.16714 -0.09791 -5.43895
C -3.68401 -2.08558 2.18192
C -4.45256 -2.42843 0.91964
O -4.05891 -3.70124 0.40918
H -2.61036 -2.07666 1.98260
H -3.97956 -1.10638 2.56533
H -3.86296 -2.83331 2.95774
H -4.25441 -1.69062 0.14142
H -5.52989 -2.44467 1.11473
H -4.24384 -4.35931 1.08716
C 5.10335 3.60782 -6.73292
C 6.59912 3.73954 -6.94067
O 7.28389 2.61092 -6.39701
H 4.87281 3.52211 -5.67035
H 4.57017 4.46823 -7.14073
H 4.72793 2.70317 -7.21795
H 6.98131 4.62786 -6.43990
H 6.83669 3.81656 -8.00669
H 6.95022 1.83010 -6.85143
C -3.61542 -3.04760 6.52130
C -4.72882 -3.98651 6.09359
O -4.50398 -4.47465 4.77143
H -3.54012 -2.20410 5.83439
H -3.78994 -2.66525 7.52824
H -2.65016 -3.55930 6.50624
H -5.68660 -3.46762 6.08934
H -4.80067 -4.83803 6.77838
H -3.66332 -4.94305 4.77364
C -6.67425 3.87114 -0.81885
C -5.19220 4.15365 -0.98233
O -4.41079 3.05209 -0.52926
H -6.90938 3.66684 0.22669
H -7.27465 4.71803 -1.15584
H -6.96449 2.98764 -1.39304
H -4.90166 5.02211 -0.39244
H -4.95079 4.35270 -2.03190
H -4.65583 2.28419 -1.05467
C 5.27161 -4.56021 -5.38730
C 3.86432 -4.85312 -5.86630
O 2.91765 -4.01882 -5.20222
H 5.35350 -4.71712 -4.30990
H 5.99874 -5.20077 -5.89074
H 5.52820 -3.51759 -5.58201
H 3.59352 -5.88764 -5.65588
H 3.78312 -4.68740 -6.94583
H 3.15354 -3.10640 -5.40252
C 1.82885 -1.80920 5.99722
C 0.45307 -2.22603 5.50971
O -0.56913 -1.44952 6.12953
H 1.90260 -1.92248 7.07993
H 2.60840 -2.41053 5.52633
H 2.01303 -0.75731 5.76973
H 0.26159 -3.27058 5.75452
H 0.37648 -2.10615 4.42383
H -0.40973 -0.52722 5.90355
C -7.18183 0.81306 6.89866
C -7.44662 2.04663 6.05533
O -7.80760 1.67321 4.72556
H -6.38347 0.21506 6.45686
H -6.89522 1.08654 7.91566
H -8.07094 0.17925 6.94537
H -6.55242 2.66606 5.99217
H -8.25305 2.64696 6.48915
H -8.60167 1.13336 4.78588
C 5.96642 -3.34804 -9.58644
C 5.01423 -2.27353 -9.09355
O 5.16153 -2.06728 -7.69256
H 5.78435 -4.28725 -9.06179
H 5.84898 -3.51545 -10.65867
H 7.00323 -3.06485 -9.38922
H 3.98057 -2.56849 -9.27324
H 5.19922 -1.32726 -9.61410
H 6.07070 -1.79492 -7.52691
*
```

Total energy (Eh): -2314.76832
E_LUMO (eV): 0.3

***

Molecular formula: C34H81N2O20P5
Method: DFT, wB97M-V/def2-TZVPD

Structure (ORCA input):
```
! RIJCOSX wB97M-V def2-TZVPD def2/J DEFGRID3
* xyz 0 1
C 0.50290 -2.72655 4.52230
C -0.35916 -1.57007 4.30612
N -1.03293 -0.69686 4.07377
H 1.26608 -2.90494 3.76478
H -0.19150 -3.54302 4.32408
H 1.04395 -2.83517 5.46229
C -0.55934 -0.17097 1.07797
C 0.75012 -0.90234 1.13444
N 1.77839 -1.45506 1.23341
H -0.53542 0.85409 1.44779
H -1.32287 -0.68488 1.66193
H -0.95583 -0.13546 0.06326
C -1.20249 3.87143 7.20229
C -0.64580 2.57390 6.63767
O 0.77850 2.83927 6.66337
P 1.80187 1.68097 6.06589
O 3.12857 1.80131 6.68585
O 1.02815 0.27820 6.26332
C 1.11667 -0.40445 7.54021
C -0.13446 -0.89062 8.28522
O 1.72990 1.94953 4.41981
C 2.54578 1.14568 3.64126
C 2.76100 1.84937 2.35374
H -2.28485 3.94186 7.09446
H -0.86167 3.90049 8.23723
H -0.86953 4.80255 6.74377
H -0.81014 1.74436 7.32539
H -1.16989 2.29995 5.72204
H 1.73762 -1.29590 7.45175
H 1.72765 0.17721 8.23048
H -0.58885 -1.83164 7.97517
H 0.11930 -1.09402 9.32557
H -0.85461 -0.08257 8.41386
H 3.53817 0.87202 3.99956
H 2.06205 0.20989 3.36128
H 1.96963 1.87697 1.60470
H 2.99239 2.89369 2.56341
H 3.55139 1.42260 1.73628
C 0.43143 -5.34727 -8.01862
C 0.97662 -4.11218 -7.15324
O -0.21506 -3.32287 -7.27107
P -0.43058 -2.17992 -6.10833
O 0.77877 -1.33751 -5.80684
O -1.67110 -1.35846 -6.57269
C -1.46837 -0.13353 -7.13580
C -1.74523 0.98646 -6.17867
O -1.05513 -2.99695 -4.84794
C -1.75446 -2.42001 -3.80595
C -0.94069 -1.82569 -2.66962
H 0.30915 -5.07884 -9.06795
H 1.08936 -6.20853 -7.90262
H -0.44603 -5.84509 -7.60589
H 1.20101 -4.44557 -6.14003
H 1.78509 -3.51425 -7.57392
H -0.50337 -0.12515 -7.64255
H -2.20665 -0.01437 -7.92880
H -1.54940 1.84138 -6.82586
H -2.77547 0.85470 -5.84803
H -1.13154 0.90065 -5.28194
H -2.66827 -1.84544 -3.95734
H -2.16944 -3.37307 -3.47795
H -1.51272 -1.98226 -1.75509
H -0.03015 -2.42416 -2.64064
H -0.74211 -0.75784 -2.76105
C 0.37130 -6.21034 -3.96695
C -0.93552 -6.83524 -3.26207
O -0.59791 -7.70754 -2.13545
P -1.10771 -7.55666 -0.55740
O -0.53019 -8.61828 0.27985
O -2.73064 -7.58043 -0.75705
C -3.44328 -8.64307 -0.24310
C -4.64113 -8.17501 0.73894
O -0.89589 -6.03221 -0.03345
C 0.45370 -5.56186 -0.10790
C 0.80925 -4.35150 0.77569
H 0.26091 -5.15199 -4.20318
H 1.31266 -6.41632 -3.45752
H 0.31241 -6.71961 -4.92886
H -1.67312 -6.14204 -2.85771
H -1.37522 -7.47135 -4.03026
H -4.04864 -9.09026 -1.03155
H -2.82231 -9.47239 0.09560
H -4.15465 -8.01016 1.70033
H -5.16805 -7.28916 0.38438
H -5.32884 -8.99713 0.93711
H 1.14583 -6.38018 0.09062
H 0.54967 -5.37738 -1.17788
H 1.71513 -3.92034 0.34955
H -0.09067 -3.75836 0.93824
H 0.95129 -4.82436 1.74745
C 2.10843 6.61465 1.84356
C 0.98405 7.40197 2.48883
O 0.18890 6.45313 3.15589
P -1.35669 6.18006 2.66942
O -1.98488 7.19079 1.70836
O -1.40226 4.60985 2.06608
C -0.89933 3.60029 2.92664
C -1.95525 2.50895 3.12787
O -2.20257 6.04013 4.11932
C -3.49763 5.43254 4.01777
C -4.66741 6.44813 4.02780
H 1.75518 5.90651 1.09400
H 2.78946 7.16414 1.19367
H 2.75330 6.08110 2.54183
H 1.34338 8.24272 3.08224
H 0.39611 7.85242 1.68914
H 0.14034 3.36366 2.70038
H -0.87400 4.07930 3.90542
H -1.46766 1.53959 3.23128
H -2.58964 2.72595 3.98727
H -2.41043 2.64367 2.14667
H -3.57480 4.81286 3.12439
H -3.50369 4.80622 4.90985
H -4.53185 7.03464 4.93650
H -4.65558 7.07396 3.13545
H -5.66109 6.00680 4.10482
C -0.92745 2.50904 -1.75978
C 0.39199 3.17491 -1.86169
O 0.75189 2.96635 -3.27992
P 2.21276 2.29385 -3.65145
O 2.62767 1.34315 -2.59556
O 2.06497 1.77590 -5.16740
C 3.11603 1.86700 -6.02792
C 3.58038 0.42430 -6.34257
O 3.13344 3.67358 -3.71359
C 4.24119 3.86762 -2.86717
C 3.82583 4.94826 -1.90931
H -0.62606 1.47942 -1.95251
H -1.34624 2.59360 -0.75700
H -1.60482 2.95696 -2.48685
H 0.10914 4.20693 -1.65428
H 1.24175 2.99753 -1.20250
H 2.69663 2.41681 -6.87048
H 3.90683 2.55158 -5.72117
H 3.79412 0.16033 -7.37830
H 4.53216 0.13299 -5.89833
H 2.90110 -0.34548 -5.97636
H 4.48308 2.92501 -2.37617
H 5.09281 4.12117 -3.49848
H 4.41404 5.06653 -0.99930
H 3.88446 5.91380 -2.41172
H 2.83297 4.76290 -1.49947
*
```

Total energy (Eh): -4665.46214
E_LUMO (eV): 0.5

***

Molecular formula: C34H83Cl4N5
Method: DFT, wB97M-V/def2-TZVPD

Structure (ORCA input):
```
! RIJCOSX wB97M-V def2-TZVPD def2/J DEFGRID3
* xyz 0 1
Cl -3.72073 -3.71957 1.86431
C -3.24289 -2.06212 1.51432
C -4.31938 -1.01096 1.86271
Cl -3.59398 0.52436 1.50314
H -2.86202 -1.98654 0.46452
H -2.40383 -1.90932 2.27626
H -4.54525 -0.89425 2.92356
H -5.35749 -0.98755 1.24990
Cl -1.41123 -1.13269 0.00518
C -1.56337 0.27121 -1.11851
C -0.14215 0.83457 -1.47459
Cl -0.37192 2.23303 -2.53805
H -2.34544 0.84041 -0.70011
H -2.10620 -0.09044 -2.00764
H 0.32305 0.12124 -2.16570
H 0.51675 1.06914 -0.49056
C 3.32481 0.55553 1.50347
C 4.33850 -0.55848 0.99420
N 5.33345 -0.68807 2.01534
C 5.91453 -1.99410 1.93904
C 6.30163 -2.48788 0.66679
C 6.29898 0.40688 1.83091
C 7.56938 0.29085 2.85533
H 3.80145 1.44822 1.59161
H 3.13632 0.64601 2.45074
H 2.57613 0.55616 0.78338
H 4.82269 -0.23969 0.18372
H 3.90332 -1.45364 0.59794
H 5.05703 -2.64497 2.27678
H 6.64439 -2.43485 2.77723
H 5.86075 -2.30055 -0.26077
H 6.54763 -3.48320 0.77322
H 7.21883 -2.09065 0.60909
H 5.92936 1.45473 2.04219
H 6.68816 0.54920 0.75696
H 7.33526 -0.08361 3.73483
H 8.07788 1.18282 3.04686
H 8.44019 -0.36522 2.41644
C 2.49844 -2.82706 4.90286
C 1.21731 -3.25492 4.22234
N 0.00826 -2.60703 4.72477
C -0.03170 -1.23216 4.54815
C 0.47745 -0.62859 3.49446
C -1.17979 -3.38997 4.12040
C -2.41352 -2.98532 4.91609
H 2.56381 -2.68950 5.95116
H 2.91643 -1.83733 4.59118
H 3.27536 -3.42687 4.81096
H 1.01091 -4.28838 4.46068
H 1.44015 -3.31761 3.07367
H 0.78487 -1.09142 5.25280
H -1.08541 -0.71336 5.12782
H 1.21432 -1.03746 2.76044
H 0.59501 0.49203 3.73736
H -0.32071 -0.55115 2.53984
H -1.03654 -4.38576 4.11798
H -1.61930 -3.12064 3.12248
H -3.26004 -3.60802 4.69049
H -2.72936 -2.17158 4.69505
H -2.25636 -2.98647 6.02702
C -0.62975 2.69014 1.89631
C -0.53996 3.39021 3.23301
N -1.47994 3.02267 4.29903
C -1.04294 3.07048 5.63488
C -0.39597 4.19637 6.04806
C -2.66905 3.85921 4.10029
C -3.89654 3.29690 4.76291
H 0.00609 3.01844 1.16479
H -1.54040 2.93820 1.60007
H -0.65242 1.60038 2.11047
H -0.52974 4.37762 3.18747
H 0.40583 3.06381 3.79544
H -0.26791 2.59019 5.39052
H -1.40107 2.32727 6.30406
H -0.05512 4.98686 5.48134
H 0.38509 3.93120 6.72746
H -0.94606 4.72972 6.65703
H -3.04739 3.91945 3.03348
H -2.43166 4.98950 4.41650
H -4.67420 4.17667 4.71974
H -3.62358 3.13384 5.83291
H -4.13624 2.31291 4.17744
C -2.46495 1.78698 -3.14937
C -2.67328 2.87828 -4.30838
N -2.90877 2.21235 -5.53761
C -3.84206 2.85979 -6.41985
C -3.99620 4.23083 -6.33945
C -1.67465 2.00781 -6.29388
C -1.87013 1.04301 -7.51349
H -2.49222 2.03205 -2.10200
H -1.54067 1.20637 -3.25713
H -3.31803 1.23707 -3.15323
H -1.83178 3.46955 -4.44770
H -3.52991 3.47005 -3.89564
H -4.88631 2.33006 -6.01089
H -4.14708 2.43822 -7.29653
H -3.49338 4.97670 -5.72203
H -5.02527 4.55377 -6.33706
H -3.74878 4.59136 -7.25822
H -0.94348 1.63662 -5.66209
H -1.03009 2.69869 -6.59905
H -2.43442 1.48421 -8.20642
H -2.41486 0.11040 -7.05024
H -0.75176 1.09577 -7.98915
C 0.27368 -0.03271 -5.36851
C 0.21833 -1.49622 -5.68681
N -0.25798 -2.37573 -4.55604
C -0.80220 -3.62558 -5.06179
C -0.26952 -4.18587 -6.20807
C 0.96023 -2.72775 -3.81035
C 0.66333 -3.35484 -2.39500
H -0.63441 0.42200 -4.84487
H 0.58123 0.49536 -6.24819
H 1.16235 0.29274 -4.66596
H 1.12793 -1.81179 -6.13651
H -0.51319 -1.62416 -6.57786
H -1.78213 -3.05742 -5.37005
H -0.91772 -4.31154 -4.16385
H 0.14321 -3.89787 -7.04791
H -1.05295 -4.91456 -6.57648
H 0.50435 -4.79697 -5.90995
H 1.40099 -1.80006 -3.50505
H 1.76395 -3.41498 -4.20852
H 1.53081 -3.48590 -1.77802
H 0.01378 -4.28692 -2.53874
H 0.02279 -2.68868 -2.00733
*
```

Total energy (Eh): -3458.76905
E_LUMO (eV): 0.6

***

F_max
In order: 1.66; 4.83; 13.07
Unit: eV/Å